Record 1
# C8H11NO

C8H11NO as an isolated structure at a distorted geometry (wB97M-V/def2-TZVPD, OMol25).

## Properties
HOMO level	-9.70	eV
energy relative to the best compared isomer or geometry (same formula, charge and spin)	110.9	kcal per mole

Each line ends with the natural charge from an NBO analysis.
Cartesian coordinates (Å):
1 C 0.056 1.807 1.005  -0.604
2 C -0.048 0.360 0.545  -0.124
3 C -0.186 -0.591 1.700  0.599
4 N 0.765 -1.168 2.379  -0.790
5 C -0.997 0.018 -0.629  -0.181
6 C 0.017 0.559 -1.690  -0.195
7 C -0.065 -0.730 -2.523  -0.397
8 C -0.136 -1.212 -1.067  -0.200
9 C 0.886 -0.128 -0.585  -0.199
10 H 0.045 2.488 0.145  0.216
11 H -0.786 2.070 1.661  0.231
12 H 0.988 1.972 1.565  0.219
13 H -2.091 0.101 -0.663  0.218
14 H 0.107 1.597 -2.031  0.209
15 H -0.970 -0.866 -3.134  0.199
16 H 0.836 -1.007 -3.092  0.197
17 H -0.220 -2.235 -0.676  0.216
18 H 1.981 -0.216 -0.585  0.212
19 O -1.226 -0.499 2.494  -0.684
20 H 1.595 -1.306 1.808  0.352
21 H -0.553 -1.013 3.372  0.506

---

Record 2
# C5H11NO

A 2-piece molecular cluster, C5H11NO overall at a distorted geometry (wB97M-V/def2-TZVPD, OMol25).

## Properties
HOMO level	-7.42	eV
energy relative to the best compared isomer or geometry (same formula, charge and spin)	43.8	kcal per mole

Each line ends with the natural charge from an NBO analysis.
Cartesian coordinates (Å):
1 N 0.364 -2.362 0.375  -0.823
2 C 0.157 -0.992 0.471  0.037
3 C 1.125 -0.088 0.517  -0.347
4 C 0.885 1.363 0.665  -0.212
5 C 1.548 2.298 -0.009  -0.179
6 C 1.375 3.785 0.194  -0.641
7 H -0.355 -2.997 0.086  0.389
8 H 1.294 -2.733 0.339  0.378
9 H -0.896 -0.757 0.575  0.189
10 H 2.151 -0.436 0.421  0.195
11 H 0.130 1.685 1.375  0.191
12 H 2.317 2.030 -0.715  0.187
13 H 1.589 4.337 -0.711  0.212
14 H 0.378 4.007 0.577  0.209
15 H 2.055 4.111 0.992  0.213
16 H -5.022 -3.763 -2.026  0.469
17 H -4.776 -5.146 -1.421  0.469
18 O -4.320 -4.341 -1.704  -0.938

---

Record 3
# C4H9NO2

A 2-piece molecular cluster, C4H9NO2 overall (wB97M-V/def2-TZVPD, OMol25).

## Properties
HOMO level	-8.78	eV
energy relative to the best compared isomer or geometry (same formula, charge and spin)	115.2	kcal per mole

Each line ends with the natural charge from an NBO analysis.
Cartesian coordinates (Å):
1 N 0.198 -0.677 2.024  -0.840
2 C -0.371 0.533 1.781  0.709
3 O -0.549 1.385 2.623  -0.584
4 C -0.787 0.750 0.294  -0.680
5 C 0.464 0.773 -0.498  0.184
6 C 0.933 -0.533 -0.968  -0.296
7 O 0.153 -1.689 -0.636  -0.764
8 H 0.375 -0.913 2.988  0.404
9 H 0.163 -1.406 1.319  0.421
10 H -1.481 -0.063 0.032  0.233
11 H -1.292 1.717 0.286  0.253
12 H -0.918 1.774 -3.006  -0.005
13 H -0.393 1.854 -2.481  0.005
14 H 1.013 -0.414 -2.062  0.242
15 H 1.969 -0.635 -0.604  0.236
16 H 0.525 -2.455 -1.090  0.483

---

Record 4
# C12H19NO

A 2-piece molecular cluster, C12H19NO overall at a distorted geometry (wB97M-V/def2-TZVPD, OMol25).

## Properties
HOMO level	-8.98	eV
energy relative to the best compared isomer or geometry (same formula, charge and spin)	55.7	kcal per mole

Each line ends with the natural charge from an NBO analysis.
Cartesian coordinates (Å):
1 C -3.860 -1.739 -1.795  -0.617
2 C -3.100 0.388 -0.680  -0.173
3 C -3.719 -0.201 -1.798  -0.043
4 C -2.443 1.610 -0.732  -0.237
5 C -2.388 2.198 -1.989  -0.194
6 C -3.647 0.502 -2.979  -0.198
7 C -3.002 1.734 -3.152  -0.227
8 H -3.055 -0.099 0.311  0.200
9 H -1.740 1.922 0.033  0.220
10 H -4.600 -1.952 -1.066  0.214
11 H -2.925 -2.245 -1.452  0.217
12 H -1.903 3.174 -2.056  0.201
13 H -3.959 -0.056 -3.869  0.199
14 H -3.087 2.435 -3.960  0.224
15 H -4.170 -2.036 -2.787  0.214
16 C 3.422 -0.511 2.236  -0.235
17 C 2.710 -1.660 2.922  -0.635
18 C 3.475 1.657 1.508  -0.449
19 C 1.168 -1.082 0.437  -0.751
20 C 2.245 -0.051 0.296  0.703
21 O 2.768 0.304 -0.727  -0.560
22 N 2.568 0.578 1.563  -0.480
23 H 3.920 -0.050 3.070  0.207
24 H 4.233 -0.839 1.605  0.190
25 H 1.798 -1.359 3.541  0.216
26 H 3.531 -2.035 3.547  0.215
27 H 4.374 1.585 0.898  0.202
28 H 0.654 -1.125 -0.538  0.253
29 H 2.272 -2.538 2.492  0.212
30 H 2.966 2.430 0.841  0.210
31 H 3.609 2.186 2.498  0.212
32 H 1.431 -2.129 0.473  0.248
33 H 0.451 -0.998 1.310  0.242

---

Quick rundown of gap between HOMO and LUMO, same order as above: 10.612 8.281 8.505 9.767 eV